This record from OMol25 describes a molecular structure, BrO4S at a distorted geometry. The level of theory is ωB97M-V/def2-TZVPD.

Last column: natural (NBO) charge in e.
Element x y z (Å)
Br -2.30 0.02 0.08  0.248
S 0.62 0.12 -0.01  2.500
O 0.65 0.79 -1.34  -0.964
O -0.95 -1.11 -0.06  -0.845
O 0.25 0.87 1.15  -0.967
O 1.73 -0.70 0.16  -0.973

Net charge ... -1
HOMO ... -5.385 eV
Frontier orbital gap ... 8.8 eV
Relative energy (zero: lowest compared OMol25 entry of this formula, charge and spin) ... 81.91 kJ/mol
Spin multiplicity ... 1